The following is a DFT calculation (ωB97M-V/def2-TZVPD) of a molecular structure, C47H49AlBrO13.

Results
F_max in eV Å⁻¹: 1.37
Total charge: -1
HOMO level in eV: -4.787
HOMO-LUMO gap in eV: 4.26

Atoms and positions in Å:
H -2.12 -5.43 -1.29
H -2.58 -2.19 5.77
H -2.39 -3.38 3.37
H -2.76 -3.19 1.68
C 5.96 8.40 -6.50
H 4.93 2.76 -1.00
C 0.70 -3.09 5.14
O -4.13 -2.18 6.39
H 4.96 2.78 -5.71
C 0.29 -1.45 -3.35
O 1.40 -2.82 -6.43
C -6.08 -1.01 9.11
O 2.76 7.66 -4.08
H -0.15 0.98 1.51
H 1.35 -0.36 -0.52
H 0.85 -2.24 8.48
H -8.50 -1.33 6.60
C 4.15 3.49 -0.82
C 5.50 1.84 -7.53
H 4.63 5.91 -4.50
H 6.58 6.36 -5.98
C 3.11 3.25 -0.03
C 1.25 -2.85 6.49
Al -3.73 -0.45 2.16
H -1.10 -4.36 -0.34
O -1.67 -1.76 8.18
C 5.80 7.10 -5.81
C 4.76 6.85 -5.02
O -1.52 -2.20 -2.05
C 3.87 9.19 -5.49
O 2.96 1.24 -5.13
C 3.33 0.02 -7.11
H 1.07 -3.13 0.35
C 3.26 5.82 -1.27
O 1.39 -3.50 4.23
C -3.80 -5.33 1.18
H -6.48 -2.07 5.33
H -4.41 -4.68 0.55
H -1.98 -4.08 -3.80
C 1.02 -1.60 -4.45
C -5.00 -1.41 8.43
C -0.41 -3.58 -5.13
H -3.00 -1.07 -0.21
C 4.91 9.43 -6.27
H -1.13 -2.99 3.92
C -2.44 -0.64 0.62
C 0.73 -2.68 -5.42
C -6.44 -1.77 6.37
C -1.52 -2.38 5.91
C -4.21 -2.25 2.96
H 6.34 2.48 -7.76
C -2.11 -4.74 -0.43
H -3.21 -5.47 3.19
H -4.84 -4.78 2.97
H 0.24 -1.10 2.18
C 4.06 -0.14 -8.20
H 1.88 -0.64 1.77
C 0.47 -2.42 7.48
O -2.47 -5.46 0.73
C 1.00 -1.19 1.42
H -2.75 -3.89 -0.63
C -1.79 0.69 0.18
H 2.31 -3.05 6.63
H 2.49 -0.63 -6.87
H -0.61 -4.36 -5.85
O 5.88 0.62 -9.50
C 1.39 -2.67 1.29
H -1.71 -1.38 0.93
H -4.22 -2.11 4.04
H -4.27 -6.32 1.17
H 1.44 6.31 -0.30
H -5.22 -2.54 2.64
H 2.46 -2.83 1.40
C 0.49 -0.54 0.13
H -0.13 -1.30 -0.34
O 6.91 8.62 -7.22
C -5.10 -1.82 7.01
C -0.28 0.75 0.46
C 2.06 4.27 0.20
Br -5.71 0.74 1.44
H 3.86 -0.92 -8.93
C -0.86 -2.35 -3.06
C -0.74 -2.82 4.92
C -1.15 -3.43 -4.03
H 5.05 10.37 -6.78
H -3.01 0.51 3.25
C 2.21 5.58 -0.48
H 3.39 6.77 -1.78
O 1.11 4.04 0.92
O 5.25 5.02 -2.23
H 0.48 -0.67 -2.62
O -8.39 -0.61 9.09
H 3.09 9.92 -5.31
C -7.42 -0.97 8.47
C -3.20 -3.37 2.65
H -4.01 -1.45 8.88
H 0.15 1.55 -0.13
C -0.97 -2.15 7.27
H 0.92 -3.24 2.08
H -2.01 0.92 -0.86
C 3.62 1.10 -6.13
C 4.77 2.00 -6.43
H -6.03 -0.71 10.15
H 2.97 2.30 0.48
C -7.51 -1.37 7.05
C 3.71 7.88 -4.80
H -2.24 1.49 0.77
C 5.20 0.76 -8.50
C 4.30 4.80 -1.50
H 1.86 -0.96 -4.68
C -3.82 -4.79 2.59


The following is a DFT calculation (ωB97M-V/def2-TZVPD) of a molecular structure, C47H49AlF5O5PS2Sb.

Results
F_max in eV Å⁻¹: 0.63
Total charge: +1
HOMO level in eV: -10.425
HOMO-LUMO gap in eV: 7.73

Atoms and positions in Å:
H 0.35 -5.88 -1.39
C 0.46 -5.26 1.96
H -2.10 1.23 -2.27
H -0.42 -3.60 3.02
C -3.20 1.44 2.89
C 0.38 -5.01 0.59
C -2.40 0.50 -3.01
C 4.02 -4.06 -2.02
C -3.18 -1.41 -4.90
H -4.57 -5.02 -1.41
H -3.67 -1.23 3.33
H 2.77 -4.62 -0.38
H -3.47 -2.15 -5.64
H -4.88 -0.32 4.25
C -2.98 0.65 4.16
H 2.93 -1.27 3.35
C -3.83 -0.60 4.21
C -2.66 -4.14 -1.01
C 1.93 -2.32 -2.75
H 0.10 -1.18 -2.47
H -2.97 0.96 6.29
C 0.42 -7.38 0.13
H 1.28 -0.40 -3.48
C -4.81 -0.04 -0.53
C 4.49 1.98 0.45
H -2.56 2.40 5.35
H 0.35 -1.75 -4.11
H 3.59 -0.10 4.51
C 1.13 0.63 5.60
H 0.29 0.45 6.28
S -3.43 -1.05 -0.97
H -7.14 -0.11 1.91
H -2.97 0.85 2.00
C 2.70 -0.37 3.93
C 3.11 -2.40 -3.50
H -2.31 -0.08 -6.34
H 0.84 1.41 4.89
H 0.75 -4.52 3.96
C -6.59 0.24 1.05
H -4.25 1.73 2.82
H -3.60 -1.19 5.10
C 0.38 -6.07 -0.32
H -6.55 2.76 -1.23
C 0.49 -6.59 2.39
H 1.00 -1.99 6.47
C -3.20 1.52 5.39
C -5.17 1.12 -1.20
H -4.02 -3.95 0.64
C 1.56 -0.64 4.89
H 2.20 -2.64 5.34
C -6.25 1.85 -0.72
H -5.21 -1.42 1.07
H 3.21 -1.78 -4.38
H -1.61 1.60 -4.66
C 2.86 -3.99 -1.26
H -2.56 -4.87 1.01
Al -0.73 -0.47 0.74
C -2.13 0.70 -4.35
C 3.69 2.89 -0.20
F 5.74 2.30 0.78
H -7.80 1.98 0.76
F 2.23 -0.80 0.76
C -2.95 -4.00 0.46
H -4.24 1.84 5.42
C -1.20 -3.96 -2.94
H 2.68 -1.42 6.53
H -4.63 1.46 -2.07
H -0.24 -3.72 -3.37
C -3.06 -0.67 -2.64
C 0.86 -1.37 -3.22
C 2.39 2.56 -0.53
H 5.04 -3.30 -3.75
O -1.55 0.26 4.28
C 1.88 -1.74 5.87
S 0.22 0.93 -0.78
C 1.81 -3.14 -1.62
C 0.52 -4.14 2.97
H -3.91 -2.56 -3.23
H 2.47 0.45 3.26
C -2.17 -4.54 -3.75
O -0.04 0.51 2.19
C -3.39 -4.91 -3.20
H -4.15 -5.37 -3.82
C -3.62 -4.71 -1.84
C -6.95 1.41 0.40
C 4.14 -3.26 -3.14
O 0.42 -1.19 4.09
C -2.53 -0.25 -5.29
H 4.82 -4.72 -1.72
H -1.97 -4.70 -4.80
C 3.98 0.74 0.76
C 0.46 -7.64 1.49
O -2.29 -0.45 -0.14
C 1.85 1.31 -0.24
H 0.42 -8.20 -0.59
F 4.17 4.10 -0.51
H 1.29 -3.42 2.70
C -1.43 -3.75 -1.58
P -0.64 -0.44 3.24
H -2.49 -3.11 0.91
F 4.74 -0.16 1.40
H 1.97 1.01 6.18
C 2.68 0.43 0.42
H 0.48 -8.66 1.85
C -3.44 -1.64 -3.56
C -5.51 -0.50 0.58
H 0.54 -6.79 3.45
F 1.66 3.47 -1.17
H -2.58 2.35 2.87
O -1.37 -1.41 2.29
Sb 0.15 -3.06 -0.29


The following is a DFT calculation (ωB97M-V/def2-TZVPD) of a molecular structure, C47H49BGaN10SbSe2.

Results
F_max in eV Å⁻¹: 0.50
Total charge: +3
HOMO level (alpha / beta) in eV: -14.820 / -14.810
2S+1: 2
HOMO-LUMO gap (alpha / beta) in eV: 7.25 / 4.14

Atoms and positions in Å:
C 4.48 -3.33 -3.85
N 0.13 0.36 3.15
H 1.37 -2.08 -5.73
H 1.05 2.80 4.32
H 0.17 0.14 -3.24
H 2.20 -3.94 -1.37
C 3.92 -1.97 1.65
H 4.80 0.54 0.32
H -1.64 0.73 -6.31
H -0.48 2.97 5.17
H -3.33 -0.77 -7.27
C 4.59 -2.90 -5.16
Se 1.45 3.13 0.97
H -0.17 1.28 -4.54
Ga 0.49 0.68 1.14
C -2.45 -1.17 -0.81
C -2.52 1.20 1.93
C -2.83 -2.42 -6.00
H -2.70 0.53 -3.20
H -4.62 0.98 2.24
H 5.55 -2.93 -5.65
H -0.32 -7.69 -4.94
N 1.76 -1.83 2.05
H -1.07 -4.76 -0.99
N 0.52 -4.46 2.26
H 4.00 2.37 -3.37
H -0.78 -1.96 5.23
H 0.22 -5.79 -6.23
H -1.61 -2.49 0.77
H -2.10 -3.87 -4.62
C 3.47 -2.44 -5.83
H 1.12 0.10 -4.73
H -3.58 -3.07 -6.40
C -1.79 3.08 0.85
C -3.08 3.57 0.71
C 0.50 -5.18 -5.37
C -2.69 -1.12 -6.48
C -0.31 -5.46 2.40
C 3.08 0.62 -2.53
C -1.00 -2.02 -4.46
C -0.50 -7.06 -4.07
C 2.91 2.82 -1.58
C -1.95 0.07 -1.25
H -0.44 3.07 3.41
N 1.81 0.95 -0.56
H -2.10 -2.96 3.51
C -1.56 -5.02 2.96
N -0.81 0.32 -0.62
C -0.01 2.57 4.27
H 3.82 1.50 1.45
H 3.72 -3.11 -1.08
C 4.35 0.56 1.31
H -3.26 4.52 0.22
C 2.28 0.14 -1.50
C 0.11 0.26 -4.32
H 3.55 -2.12 -6.86
H 1.59 -5.24 -5.27
C 3.21 -3.81 -1.75
C -0.66 0.25 5.24
H -3.50 1.39 -1.89
H 4.93 -2.32 1.54
N 2.18 -0.55 1.77
C 2.81 -2.69 1.96
C -1.08 -7.57 -2.96
C -1.30 -6.73 -1.84
C -3.83 1.60 1.83
C 2.13 -2.84 -3.86
C -1.98 -2.86 -5.00
H 2.67 -3.74 2.16
C -0.91 -5.37 -1.87
N -0.13 -3.35 2.73
H -3.33 -1.68 -1.17
H -1.77 -7.13 -0.96
C 3.48 -0.63 1.54
Se -0.41 4.20 0.11
C 3.39 1.97 -2.57
H 0.89 -6.86 1.33
H 2.00 -0.90 -1.43
H 5.17 0.54 2.03
N -0.12 -0.96 3.47
H 0.25 -4.13 -5.56
H -0.76 -7.42 1.67
H 3.15 3.87 -1.56
H -1.87 1.87 -2.39
C -4.12 2.81 1.21
C -0.58 -1.02 4.75
H -5.14 3.16 1.12
C -0.21 1.09 4.21
C 0.09 -6.85 2.06
H -0.98 0.55 6.22
C 3.25 -3.32 -3.18
N -0.58 -0.70 0.28
C -1.73 -0.28 -5.94
C -1.41 -3.69 3.14
H -1.39 -8.61 -2.91
H 3.44 -0.06 -3.29
H 0.44 -7.37 2.95
H -2.42 -5.62 3.18
C -0.12 -5.68 -4.14
C -0.88 -0.71 -4.92
H -2.26 0.26 2.40
C 2.25 -2.42 -5.19
C 2.13 2.24 -0.60
Sb 0.24 -2.71 -2.87
C -0.33 -4.82 -2.98
H 3.73 -4.76 -1.66
H 5.36 -3.71 -3.33
N -1.49 1.93 1.45
C -1.58 -1.59 0.17
B 0.48 -2.07 2.71
C -2.53 1.02 -2.24


The following is a DFT calculation (ωB97M-V/def2-TZVPD) of a molecular structure, C47H50AsCl3N3NaO4Sb.

Results
F_max in eV Å⁻¹: 1.99
Total charge: -1
HOMO level in eV: -5.115
HOMO-LUMO gap in eV: 7.17

Atoms and positions in Å:
H 1.70 2.22 2.50
H -1.43 -2.37 -6.04
H -1.16 -2.60 -3.54
C -1.25 4.28 -1.20
H -2.60 2.52 1.02
H -0.92 6.53 1.91
As 0.81 2.36 -0.54
C 1.85 3.13 -2.02
C 0.79 -1.67 4.89
H 0.37 0.55 -7.91
C -4.13 -3.20 4.88
H -2.82 1.14 -1.02
C 0.13 0.66 -5.75
H 3.84 -4.34 -0.43
H 1.45 -0.52 -7.03
C -4.73 -4.38 5.37
H -2.33 -0.16 -0.15
H 0.76 -2.95 -5.96
C 3.71 2.99 2.55
C 0.51 -2.25 3.66
C 1.45 3.25 -3.34
Cl 6.45 -3.61 0.48
C -1.01 5.90 1.03
Cl -4.19 -0.50 4.59
H 0.59 4.61 1.62
H 2.20 -3.75 -5.32
H -0.57 0.41 3.24
O -3.18 -2.95 1.32
C -4.76 -2.00 5.23
H -1.39 -4.50 2.23
C 4.07 -0.47 -0.31
O -1.45 -1.92 0.32
C 1.36 -3.09 -5.06
C -2.30 0.78 2.26
H -3.92 1.34 1.04
H 0.01 -1.23 6.84
H 2.50 -1.92 -3.62
H 4.12 0.61 -0.29
N -0.84 0.90 2.39
C 4.60 3.73 0.45
C -1.74 -2.74 4.35
C 3.40 3.39 -0.18
C -0.98 -3.50 2.05
C 3.57 4.26 -3.89
C 4.75 3.53 1.81
C 3.12 3.57 -1.63
C 3.90 -3.26 -0.39
C 5.14 -1.24 0.04
H -2.63 -0.26 2.25
C -0.15 4.82 0.86
C -0.19 -1.66 5.87
H 2.47 -1.22 -5.23
C 2.35 2.84 0.56
H 1.72 -4.31 -1.22
H -0.89 1.07 -5.77
H -6.28 -5.30 6.51
H 0.48 2.89 -3.66
C 2.51 2.64 1.93
H -1.35 3.64 -2.07
H -0.41 0.37 1.64
O 1.81 -0.34 -0.99
H -3.21 -3.30 3.05
H -7.31 -3.13 7.14
C 5.05 -2.65 0.01
H -0.26 -0.93 -7.20
C -2.10 5.37 -1.05
H 0.75 -3.62 -4.33
Cl -4.03 -5.91 4.97
N -2.26 0.85 -0.22
C 1.87 -1.76 -4.50
H 4.97 4.46 -2.27
N -2.99 -3.30 4.05
C -5.86 -4.36 6.16
Sb 0.34 -0.37 -3.83
H -6.34 -1.02 6.28
H -2.76 1.27 3.12
C -1.45 -2.20 5.60
C -1.43 -1.64 -3.98
C -6.43 -3.15 6.51
C -2.83 1.45 1.00
C 3.98 4.13 -2.57
C 2.31 3.83 -4.28
H 1.28 -2.30 2.90
C -0.73 -2.81 3.37
H -2.14 -1.18 -3.28
H -0.03 -3.60 1.52
H -2.86 5.57 -1.79
H 6.07 -0.78 0.34
H 3.83 2.83 3.62
H -2.32 -0.86 -5.82
C -2.08 -1.82 -5.35
C 0.44 -0.10 -7.04
C -5.88 -1.97 6.04
C -1.96 -2.75 1.13
C -1.98 6.18 0.07
H 1.99 3.93 -5.31
H 5.68 3.80 2.30
H -2.21 -2.18 6.37
H -2.65 7.02 0.21
H 5.42 4.16 -0.13
H 4.24 4.70 -4.61
H 0.80 1.52 -5.65
H 1.77 -1.25 5.09
C 2.78 -2.49 -0.77
H -3.02 -2.38 -5.27
C -0.26 4.00 -0.26
C 2.82 -1.05 -0.71
Na -0.11 -1.01 -0.79
C 1.62 -3.20 -1.26
O 0.59 -2.72 -1.73


- What is the total charge in the second record?
  +1